Record 1
Here is a structure of composition C22H78AgF3O24P in a non-equilibrium geometry from the Open Molecules 2025 dataset. Energies are from ωB97M-V with the def2-TZVPD basis set.

Computed properties:
Energy relative to the best compared isomer or geometry (same formula, charge and spin) in kcal/mol: 0.0
Total charge: -2
Spin multiplicity: 2
E in a.u.: -3478.4985
Kohn-Sham gap (alpha / beta) in eV: 4.58 / 4.36
E_HOMO (alpha / beta) in eV: -1.866 / -1.641

The geometry in XYZ format:
```
129
Properties=species:S:1:pos:R:3:lowdin_charge:R:1
Ag 0.770 1.380 3.056 0.86
C 2.005 0.832 0.400 -0.45
O 0.644 0.479 0.761 -0.15
O 2.545 1.415 1.480 -0.20
C 2.694 -0.388 -0.235 -0.52
F 1.897 -1.077 -1.097 0.09
F 3.776 -0.029 -0.960 0.10
F 3.068 -1.276 0.690 0.15
C -0.328 0.539 -0.247 -0.27
C -1.590 -0.032 0.368 -0.05
H -2.482 0.164 -0.221 0.06
H -1.506 -1.103 0.577 0.07
H -1.845 0.308 1.379 0.07
H -0.100 -0.102 -1.100 0.10
H -0.494 1.556 -0.609 0.11
H 1.934 1.641 -0.362 0.14
P 0.027 -0.218 4.864 -0.03
O 1.523 0.090 4.908 -0.39
O -0.185 -0.690 3.350 -0.22
O -0.682 1.168 4.766 -0.42
O -0.515 -1.336 5.708 -0.32
C -1.143 4.026 3.062 -0.14
O -0.636 3.054 2.158 -0.18
H -1.255 3.524 4.026 0.06
H -0.439 4.856 3.175 0.07
H -2.127 4.395 2.760 0.07
H -1.114 3.184 1.313 0.05
C -5.493 -0.309 1.678 -0.17
O -4.752 0.890 1.534 -0.15
H -6.288 -0.332 0.930 0.06
H -4.861 -1.190 1.518 0.07
H -5.927 -0.345 2.682 0.06
H -4.059 0.877 2.224 0.03
C 3.109 -2.970 -3.139 -0.15
O 3.510 -3.781 -4.248 -0.13
H 2.191 -3.385 -2.712 0.08
H 3.831 -3.028 -2.324 0.07
H 3.024 -1.916 -3.400 0.05
H 2.895 -3.568 -4.954 0.06
C 6.201 0.268 -3.027 -0.15
O 7.578 0.043 -3.313 -0.12
H 5.713 0.658 -3.928 0.07
H 5.718 -0.669 -2.758 0.07
H 6.070 0.995 -2.225 0.06
H 7.917 0.808 -3.780 0.07
C 6.042 0.167 1.389 -0.18
O 5.408 1.268 2.008 -0.14
H 5.624 -0.752 1.816 0.06
H 5.845 0.167 0.311 0.05
H 7.122 0.154 1.529 0.07
H 4.488 1.344 1.680 0.03
C -5.316 -1.228 -2.904 -0.16
O -5.674 -2.569 -3.226 -0.12
H -4.356 -1.218 -2.385 0.08
H -5.234 -0.644 -3.826 0.06
H -6.083 -0.774 -2.281 0.08
H -4.950 -2.994 -3.689 0.07
C 4.698 3.227 -1.014 -0.16
O 5.050 4.562 -1.365 -0.12
H 4.025 3.235 -0.151 0.08
H 4.288 2.629 -1.834 0.06
H 5.521 2.608 -0.649 0.07
H 4.207 4.978 -1.564 0.07
C -4.190 -2.506 4.377 -0.18
O -3.149 -1.830 3.724 -0.12
H -4.075 -3.581 4.241 0.06
H -4.207 -2.304 5.455 0.08
H -5.166 -2.222 3.950 0.05
H -3.278 -0.862 3.733 0.03
C -1.697 -0.328 -4.574 -0.12
O -1.930 0.990 -4.112 -0.14
H -1.723 -0.366 -5.669 0.08
H -0.677 -0.600 -4.295 0.08
H -2.351 -1.077 -4.125 0.07
H -2.876 1.174 -4.268 0.04
C -2.933 -4.471 1.761 -0.18
O -2.117 -4.623 2.916 -0.11
H -3.846 -5.064 1.873 0.07
H -3.132 -3.422 1.555 0.07
H -2.371 -4.806 0.880 0.06
H -1.955 -5.569 2.962 0.07
C 3.501 -2.044 3.692 -0.20
O 3.052 -2.097 5.029 -0.17
H 4.355 -2.723 3.575 0.06
H 2.695 -2.381 3.028 0.07
H 3.840 -1.038 3.424 0.07
H 2.438 -1.318 5.113 0.01
C -3.227 3.859 -0.129 -0.13
O -1.818 3.994 -0.301 -0.15
H -3.751 4.091 -1.061 0.06
H -3.518 2.865 0.217 0.07
H -3.533 4.568 0.642 0.07
H -1.632 3.757 -1.234 0.03
C 2.522 0.947 -3.834 -0.15
O 3.007 2.098 -4.529 -0.13
H 1.879 1.274 -3.022 0.08
H 1.979 0.310 -4.538 0.07
H 3.379 0.408 -3.425 0.04
H 3.507 1.838 -5.305 0.06
C 0.298 -3.519 0.630 -0.19
O -0.132 -2.664 1.652 -0.13
H -0.021 -4.544 0.850 0.06
H -0.178 -3.286 -0.340 0.07
H 1.392 -3.552 0.563 0.06
H 0.190 -1.772 1.453 0.04
C -1.819 4.483 -3.885 -0.13
O -1.448 3.468 -2.976 -0.14
H -2.916 4.565 -3.934 0.07
H -1.490 5.457 -3.531 0.08
H -1.468 4.247 -4.891 0.08
H -1.617 2.601 -3.383 0.04
C -3.921 1.310 4.877 -0.14
O -3.080 0.940 3.799 -0.22
H -4.906 0.871 4.721 0.07
H -3.483 0.963 5.819 0.09
H -3.953 2.400 4.986 0.07
H -2.113 1.081 4.105 0.03
C 4.977 -4.297 0.735 -0.15
O 6.269 -3.832 1.123 -0.13
H 4.340 -3.444 0.521 0.06
H 5.086 -4.927 -0.153 0.07
H 4.538 -4.889 1.542 0.08
H 6.938 -4.488 0.922 0.06
C -4.909 2.126 -3.234 -0.13
O -4.663 1.597 -4.543 -0.15
H -4.091 1.956 -2.548 0.08
H -5.014 3.213 -3.340 0.08
H -5.848 1.777 -2.801 0.08
H -5.485 1.650 -5.034 0.09
```


Record 2
Here is a cluster of 2 separate species, C15H30BNO7 in total in a non-equilibrium geometry from the Open Molecules 2025 dataset. Energies are from ωB97M-V with the def2-TZVPD basis set.

Computed properties:
Structure (SMILES): COCCCCCCCCCN(B(C)O)C(=O)O.O=C1OCCO1
Total charge: 0
E in a.u.: -1195.9055
Kohn-Sham gap in eV: 9.56
E_HOMO in eV: -9.464

The geometry in XYZ format:
```
54
Properties=species:S:1:pos:R:3:lowdin_charge:R:1
C 3.695 -1.296 1.842 -0.10
O 4.306 -0.281 1.070 -0.20
C 4.412 -0.530 -0.319 -0.22
C 4.148 0.748 -1.147 -0.16
C 3.425 1.847 -0.358 -0.21
C 2.967 3.014 -1.249 -0.19
C 1.555 3.579 -0.980 -0.20
C 1.060 3.560 0.483 -0.20
C -0.177 2.675 0.709 -0.20
C -0.023 1.215 0.280 -0.19
C -1.331 0.447 0.477 -0.13
N -1.446 -0.820 -0.279 0.08
B -2.253 -0.662 -1.532 -0.54
C -1.900 0.281 -2.729 0.03
O -3.440 -1.381 -1.594 0.14
C -0.290 -1.559 -0.378 -0.56
O 0.472 -1.836 0.525 0.10
O -0.133 -2.054 -1.643 0.11
H 4.295 -1.474 2.738 0.08
H 3.618 -2.239 1.295 0.08
H 2.692 -0.992 2.152 0.08
H 3.704 -1.308 -0.623 0.11
H 5.431 -0.882 -0.521 0.12
H 3.527 0.495 -2.010 0.10
H 5.099 1.155 -1.501 0.11
H 4.115 2.229 0.398 0.12
H 2.602 1.406 0.197 0.08
H 2.984 2.676 -2.292 0.10
H 3.692 3.830 -1.198 0.11
H 0.812 3.083 -1.613 0.10
H 1.559 4.620 -1.315 0.10
H 0.745 4.577 0.740 0.10
H 1.856 3.309 1.187 0.11
H -0.467 2.688 1.763 0.12
H -1.000 3.116 0.130 0.12
H 0.311 1.138 -0.758 0.11
H 0.736 0.743 0.911 0.11
H -2.166 1.091 0.179 0.13
H -1.469 0.252 1.544 0.13
H -1.011 0.895 -2.589 0.05
H -2.758 0.914 -2.966 0.08
H -1.725 -0.367 -3.594 0.08
H -3.249 -2.318 -1.724 0.11
H 0.759 -2.424 -1.691 0.13
O -5.343 -4.539 4.153 0.17
C -5.179 -3.998 3.112 -0.57
O -6.110 -3.911 2.130 0.06
C -5.636 -3.000 1.133 -0.12
C -4.135 -3.048 1.344 -0.12
O -4.036 -3.377 2.732 0.06
H -5.951 -3.329 0.147 0.13
H -6.052 -2.011 1.334 0.13
H -3.658 -3.840 0.763 0.13
H -3.637 -2.105 1.140 0.11
```


Record 3
Here is a cluster of 11 separate species, C8H25F9O12 in total in a non-equilibrium geometry from the Open Molecules 2025 dataset. Energies are from ωB97M-V with the def2-TZVPD basis set.

Computed properties:
Structure (SMILES): O=C1CC[C@H](C(F)(F)C(F)(F)C(F)(F)C(F)(F)F)O1.O.O.O.O.O.O.O.O.O.O
Energy relative to the best compared isomer or geometry (same formula, charge and spin) in kcal/mol: 0.0
Total charge: 0
E in a.u.: -2121.5323
Kohn-Sham gap in eV: 10.59
E_HOMO in eV: -10.389

The geometry in XYZ format:
```
54
Properties=species:S:1:pos:R:3:lowdin_charge:R:1
O -1.279 2.595 -1.731 0.14
C -0.607 1.717 -1.289 -0.44
C 0.817 1.314 -1.479 -0.07
C 1.231 1.085 -0.016 -0.06
C -0.100 0.555 0.574 -0.17
C -0.219 -0.861 1.148 -0.36
F -1.511 -1.183 1.199 0.17
F 0.220 -0.814 2.439 0.09
C 0.533 -2.038 0.427 -0.32
F -0.331 -3.037 0.206 0.17
F 0.971 -1.627 -0.778 0.14
C 1.739 -2.720 1.147 -0.34
F 1.332 -3.227 2.313 0.18
F 2.103 -3.742 0.341 0.15
C 3.044 -1.907 1.381 -0.53
F 3.914 -2.679 2.029 0.20
F 3.576 -1.545 0.207 0.17
F 2.828 -0.806 2.106 0.18
O -1.130 0.823 -0.377 0.07
H 1.453 1.960 -2.075 0.13
H 0.681 0.355 -1.985 0.08
H 2.090 0.421 -0.032 0.10
H 1.468 2.034 0.465 0.13
H -0.329 1.171 1.454 0.17
O 1.327 0.807 4.543 -0.04
H 0.734 0.598 5.272 0.04
H 1.348 0.022 3.992 0.01
O -1.705 0.777 4.525 -0.06
H -1.542 0.203 3.769 0.02
H -2.553 1.195 4.332 0.04
O 0.171 -3.743 -2.747 -0.03
H 0.504 -3.578 -1.858 0.02
H 0.239 -4.695 -2.867 0.07
O -2.168 3.689 4.532 -0.06
H -2.676 3.753 5.347 0.04
H -1.425 3.113 4.745 0.02
O -0.718 -1.140 -2.951 -0.06
H -1.501 -1.113 -3.516 0.02
H -0.455 -2.071 -2.967 -0.02
O -1.591 -0.882 -5.757 -0.05
H -0.991 -1.466 -6.232 0.04
H -1.308 0.010 -5.977 0.04
O -3.086 1.229 -3.644 -0.04
H -3.589 1.822 -4.212 0.05
H -2.500 1.810 -3.135 0.01
O 2.187 3.489 3.036 -0.06
H 2.213 2.719 3.620 0.00
H 1.646 4.129 3.509 0.03
O 3.021 -0.279 -2.880 -0.04
H 2.620 -0.618 -3.688 0.05
H 3.375 -1.058 -2.439 0.03
O -4.697 0.843 -1.092 -0.07
H -4.253 0.893 -1.951 -0.01
H -5.117 1.700 -0.982 0.03
```


Record 4
Here is a structure of composition C38H28Cl5INaPS2 in a non-equilibrium geometry from the Open Molecules 2025 dataset. Energies are from ωB97M-V with the def2-TZVPD basis set.

Computed properties:
Energy relative to the best compared isomer or geometry (same formula, charge and spin) in kcal/mol: 73.8
Total charge: -2
E in a.u.: -5363.4738
Kohn-Sham gap in eV: 2.88
E_HOMO in eV: 0.646

The geometry in XYZ format:
```
76
Properties=species:S:1:pos:R:3:lowdin_charge:R:1
Na 1.756 -0.248 0.501 -0.14
C 2.063 -0.379 4.816 -0.16
C 2.464 0.943 4.729 -0.14
C 3.576 1.279 3.975 -0.14
C 4.281 0.294 3.303 -0.11
C 3.880 -1.028 3.391 -0.11
C 2.773 -1.365 4.150 -0.10
H 1.189 -0.637 5.398 0.07
H 1.901 1.712 5.241 0.09
H 3.887 2.312 3.904 0.09
H 5.137 0.554 2.697 0.09
H 4.426 -1.793 2.859 0.09
H 2.459 -2.396 4.215 0.10
C 4.687 -2.234 -2.444 -0.21
C 3.896 -2.037 -1.173 -0.92
S 4.334 -0.657 -0.255 0.43
C 2.942 -2.949 -0.817 -0.88
C 2.650 -4.120 -1.721 -0.18
S 2.023 -2.902 0.630 0.48
H 5.349 -1.383 -2.585 0.03
H 4.034 -2.325 -3.315 0.04
H 5.296 -3.142 -2.392 0.05
H 3.569 -4.593 -2.077 0.05
H 2.078 -3.799 -2.596 0.05
H 2.056 -4.850 -1.173 0.03
I -1.251 0.371 3.391 0.97
C -3.282 0.490 2.749 -0.58
C -4.169 0.691 3.800 -0.19
C -5.531 0.753 3.576 -0.10
C -6.004 0.622 2.289 -0.05
C -5.126 0.431 1.205 -0.18
C -5.674 0.292 -0.082 -0.04
C -4.864 0.016 -1.167 -0.07
C -3.504 -0.083 -0.982 -0.08
C -2.888 0.124 0.262 -0.26
P -1.059 0.042 0.153 1.03
C -0.633 1.339 -1.126 -0.43
C -0.625 2.633 -0.277 -0.19
C -0.539 3.970 -1.023 -0.14
C -0.368 3.873 -2.551 -0.21
C -0.985 2.662 -3.164 -0.03
C -1.160 1.522 -2.499 -0.05
C -1.001 -1.584 -0.661 -0.39
C -0.673 -1.863 -1.980 -0.09
C -0.740 -3.165 -2.443 -0.10
C -1.096 -4.200 -1.599 -0.10
C -1.377 -3.933 -0.269 -0.11
C -1.334 -2.636 0.193 -0.14
C -3.701 0.357 1.409 -0.20
H -3.790 0.785 4.806 0.07
H -6.210 0.891 4.406 0.10
H -7.067 0.644 2.087 0.10
H -6.747 0.382 -0.202 0.10
H -5.293 -0.129 -2.152 0.10
H -2.881 -0.347 -1.824 0.08
H -1.265 2.646 0.609 0.13
H -1.178 4.771 -0.659 0.15
H -0.700 4.779 -3.061 0.12
H -1.332 2.765 -4.183 0.10
H -1.605 0.692 -3.024 0.09
H -0.359 -1.074 -2.646 0.06
H -0.514 -3.369 -3.482 0.10
H -1.148 -5.217 -1.971 0.09
H -1.619 -4.741 0.409 0.10
H -1.564 -2.422 1.232 0.10
Cl 2.086 0.042 -3.166 0.74
C 1.630 1.493 -2.329 -0.66
C 0.930 1.356 -1.082 -0.31
C 0.900 2.585 -0.198 -0.71
Cl 1.782 2.410 1.323 0.72
C 0.988 3.978 -0.858 -0.73
Cl 1.806 5.260 0.024 0.63
C 1.197 3.901 -2.388 -0.72
Cl 1.878 5.390 -3.056 0.63
C 1.917 2.684 -2.881 -0.67
Cl 3.034 2.866 -4.202 0.60
```


Record 5
Here is a structure of composition C3H4CsMgO4 in a non-equilibrium geometry from the Open Molecules 2025 dataset. Energies are from ωB97M-V with the def2-TZVPD basis set.

Computed properties:
Energy relative to the best compared isomer or geometry (same formula, charge and spin) in kcal/mol: 33.4
Total charge: +2
Spin multiplicity: 2
E in a.u.: -637.2612
Kohn-Sham gap (alpha / beta) in eV: 6.47 / 9.60
E_HOMO (alpha / beta) in eV: -13.186 / -16.385

The geometry in XYZ format:
```
13
Properties=species:S:1:pos:R:3:lowdin_charge:R:1
O -0.201 -0.810 -0.366 0.16
C 1.129 -0.595 0.022 -0.70
C -1.159 0.061 -0.145 -0.37
O 1.722 -1.623 0.312 0.10
O 1.478 0.597 0.091 -0.21
C -1.849 0.861 -1.003 0.12
Cs 5.722 -4.180 0.911 0.97
H -2.937 0.872 -0.927 0.12
H -1.536 0.770 -2.045 0.11
Mg 2.845 1.913 -0.483 0.97
O -1.320 0.592 1.148 0.20
H -1.926 0.057 1.707 0.21
H -1.968 1.486 0.780 0.32
```


- Look up the total charge of the third one.
  0